86
Properties=species:S:1:pos:R:3:forces:R:3 method="wB97M-V/def2-TZVPD" orbital_gap_ev=9.150 mol_weight_g_mol=456.7 smiles="NC(N)=O.CC(C)O.CC(C)O.CC(C)O.CC(C)O.CC(C)O.CO.CO.CO" total_charge=0 de_lowest_kcal_mol=184.1 e_tot_ha=-1543.8442 homo_ha=-0.3270
O 2.653155 -1.896772 0.712869 0.0398 0.0138 1.1867
O -2.951847 -0.923915 -1.969244 5.5618 -0.3335 -8.8852
O -0.644938 0.717327 -3.373615 -1.8643 -0.3568 -2.0492
O 3.491392 0.621208 0.489039 6.8442 -5.0627 5.3958
O -1.683100 -0.481296 3.151867 0.4771 -0.0642 0.9066
O 0.445189 1.200852 4.357707 -9.6204 4.2382 4.1350
O -1.912333 1.969526 0.805513 -6.4602 -1.2455 -4.2835
O 1.593104 -1.966071 -3.225185 3.5957 12.5853 4.9038
O 0.125554 -2.660600 0.276824 -2.2775 4.4549 -2.0281
N -0.235926 -1.165138 -1.469342 2.5850 -3.0885 -3.0420
N -0.857068 -0.530154 0.570779 -0.5669 -1.9910 3.1710
C 2.124960 1.965556 3.237320 1.9488 -2.8212 -2.1472
C -0.355887 -1.474840 -0.216011 2.5333 -3.0145 3.2515
C 3.306613 2.838856 -0.040570 0.6777 1.5039 1.4138
C 2.352673 -4.127701 -3.258854 -0.7730 -0.9567 -0.7089
C -1.034009 2.532679 1.518481 7.8165 1.1595 4.0880
C 2.564756 0.936919 -1.442916 -1.2014 -0.1080 -0.5971
C -3.895061 -2.133205 -0.348493 0.1141 -2.4856 1.1205
C -3.033382 -0.121973 3.129914 0.3052 -1.6220 -2.5898
C 1.472894 -3.029016 -3.810706 -2.4354 -8.1542 -5.2647
C -1.581870 3.351136 2.653919 1.1044 -1.7133 0.9809
C -1.192729 1.538048 -2.365019 1.0752 0.8591 0.3432
C 3.426737 -2.287350 -0.369960 -1.2908 -0.0121 -1.3073
C -0.100201 3.535335 0.773961 0.8243 -0.2984 -0.1913
C -0.010510 -3.308615 -3.746552 -0.1080 -2.4922 -0.3137
C 2.731304 1.449842 -0.041516 -4.7638 3.4988 -3.0383
C 1.520398 -0.484623 3.255569 0.8840 1.1554 -2.8272
C -3.713004 -0.841630 -1.013855 -7.5769 1.8791 7.8165
C -5.197524 -0.450713 -1.326578 0.5463 1.9825 -1.1425
C 1.579857 0.786658 4.020693 6.9724 -0.4551 -1.9212
H -1.422239 0.709859 -4.005936 1.7985 -0.8225 0.6844
H 3.700367 3.085003 0.988233 -0.7436 -0.2081 -0.7392
H -5.795085 -1.280633 -1.673170 0.0131 -0.4802 0.0161
H 0.757875 3.889151 1.372534 -0.2582 -0.5994 -0.1280
H -4.515478 -2.003673 0.531524 -0.3796 -0.3397 0.0882
H -5.691709 -0.011020 -0.452556 0.1821 -0.1724 -0.0869
H 3.385260 -3.788237 -3.253401 0.1934 -0.4212 -0.2956
H -2.160247 -1.225390 -1.539443 1.4235 -0.5695 -0.9579
H 1.785975 -2.335520 0.593571 -0.5102 0.1959 0.3052
H -1.366731 1.007302 -1.423375 -0.6812 0.3792 -0.4883
H -0.812219 3.800111 3.216496 1.3545 0.3618 0.6858
H -2.592722 2.654804 0.734673 -0.7457 -0.6368 -0.8634
H -0.274368 -3.798280 -2.785051 -0.0799 -0.0052 -0.7405
H 1.496192 -1.215744 -3.876853 0.1401 -0.8231 1.6786
H 2.254512 2.835692 3.751543 0.0522 2.4191 2.0193
H -5.277094 0.307531 -2.158075 0.2737 -0.4651 0.7974
H -0.618458 4.442240 0.590412 -0.9990 1.0150 -0.2375
H 2.543240 -0.847822 3.281089 0.0181 -0.3651 -0.5718
H 4.204821 -1.602017 -0.527023 1.6732 0.6325 0.3094
H -3.265764 -0.144814 -0.286100 -0.7438 0.5127 0.5408
H 2.051482 -0.007711 -1.613649 0.9219 -0.7622 0.8149
H 1.785683 1.470248 0.585978 -0.1134 0.3712 -1.2401
H 2.610973 3.636917 -0.346970 0.0814 -0.4459 0.1321
H -4.354332 -2.780593 -1.114603 -0.0881 -0.1087 0.5980
H 1.658653 -2.819036 -4.849557 0.6101 -0.9078 -1.2150
H -3.311819 -0.099422 2.082963 -0.4843 -0.2317 -0.5123
H 2.132381 -5.132158 -3.743239 0.7027 1.3337 0.2975
H -1.986588 4.167432 2.191091 -1.9798 2.1899 -0.9825
H 3.088367 -0.256232 0.558634 -0.1728 -0.3908 0.3048
H -0.415305 1.613218 1.809681 0.0035 1.6820 0.5954
H 3.420520 1.090842 -2.070700 0.7326 -0.2859 -0.0006
H -0.612101 -2.423633 -3.855847 -0.0695 0.4505 -0.1847
H -1.184345 0.295710 3.415138 0.5971 0.0267 0.3853
H -0.424493 -0.362780 -2.030422 -0.2681 0.4550 0.2832
H -1.016521 -0.883129 1.564616 0.1130 1.1004 -1.5065
H 0.937539 -1.133094 3.819421 -1.3511 -1.5181 0.5825
H -3.645430 -0.837506 3.603436 -0.6061 -0.7843 0.8934
H -2.988113 -2.667383 -0.007911 0.0251 0.4983 -0.1803
H 2.210611 0.485881 4.883910 0.2182 0.6669 0.1112
H 3.105663 1.703142 2.884600 0.6892 0.0548 -0.4983
H 0.459800 2.177707 4.662823 -0.0427 -2.5822 -0.6943
H 1.530608 2.178405 2.351599 -0.1715 -0.2557 0.2237
H 4.204194 2.971894 -0.632020 0.1558 -0.4315 -0.5696
H -3.230073 0.836006 3.415428 -0.3673 2.6085 1.5264
H 0.458627 -1.802164 -1.974895 -1.4824 1.2724 0.8696
H -0.951181 0.455902 0.408386 -0.0990 -0.3760 -0.6027
H 1.819704 1.479050 -1.863036 -2.3675 2.5884 -1.9188
H -2.198702 2.885779 3.389844 -0.8543 -0.5604 0.0899
H -0.084522 -3.912670 -4.636770 -1.3879 -0.9203 -0.0058
H 2.818520 -2.088092 -1.243270 -0.0501 -0.6086 -0.6468
H -0.447566 2.279843 -2.193520 0.7154 0.7096 0.6388
H 0.270848 3.246960 -0.218643 -0.0630 -0.5010 0.4139
H -1.982865 2.093248 -2.814748 -1.2852 0.1607 0.4779
H 2.046350 -4.246580 -2.243167 -0.0865 -0.1537 1.0015
H 3.729500 -3.317165 -0.343228 0.3895 -0.5127 0.0899
H 1.168606 -0.337712 2.153512 0.4868 -0.4937 2.0358